# 1
Molecular formula: C21H43O12
Method: DFT, ωB97M-V with the def2-TZVPD basis set

As for the LUMO energy: 2.4 eV. For the HOMO energy, the calculation gives -1.030 eV. The orbital gap is 3.413 eV. The max |F| is 2.6 eV/Å. The total charge is -1.

Each line ends with the Löwdin charge.
CARTESIAN COORDINATES (ANGSTROEM)
C  -1.135  -2.029  1.090  -0.27
C  -2.108  -1.877  2.406  -0.37
C  -2.086  -3.204  3.368  -0.36
C  -0.603  -3.648  3.909  -0.31
C  0.249  -4.593  2.840  -0.18
H  -0.038  -1.740  1.455  0.04
H  -1.427  -1.335  0.185  0.02
H  -1.101  -3.144  0.724  0.04
H  -1.630  -1.008  3.055  -0.01
H  -2.617  -4.134  2.893  0.07
H  -2.721  -2.923  4.339  0.07
H  -0.790  -4.352  4.855  0.07
H  0.037  -2.742  4.329  0.10
H  -0.527  -5.006  2.052  0.06
H  0.865  -5.450  3.377  0.06
H  0.958  -3.841  2.245  0.06
C  2.493  0.787  -4.781  -0.06
C  1.289  -0.104  -4.532  -0.22
O  1.081  -0.298  -3.127  0.01
C  0.477  0.725  -2.476  -0.56
O  0.095  1.772  -2.979  0.10
O  0.393  0.400  -1.162  -0.04
C  -0.146  1.434  -0.343  -0.05
H  3.376  0.396  -4.265  0.07
H  2.709  0.857  -5.851  0.08
H  2.324  1.798  -4.398  0.08
H  1.474  -1.092  -4.965  0.12
H  0.385  0.293  -5.009  0.12
H  -1.109  1.788  -0.729  0.09
H  0.568  2.261  -0.270  0.10
H  -0.308  1.026  0.658  0.10
C  -3.174  0.010  -3.846  -0.06
C  -2.916  -0.845  -2.618  -0.21
O  -4.124  -1.043  -1.872  0.03
C  -4.970  -1.979  -2.363  -0.55
O  -4.790  -2.659  -3.362  0.09
O  -6.070  -2.013  -1.569  -0.01
C  -7.088  -2.898  -2.027  -0.06
H  -3.667  0.947  -3.566  0.08
H  -2.239  0.240  -4.362  0.06
H  -3.840  -0.499  -4.551  0.07
H  -2.215  -0.327  -1.957  0.10
H  -2.459  -1.806  -2.883  0.13
H  -6.692  -3.905  -2.203  0.10
H  -7.546  -2.500  -2.938  0.09
H  -7.856  -2.963  -1.253  0.09
C  -0.403  5.881  5.501  -0.07
C  0.602  5.525  4.419  -0.22
O  0.021  4.632  3.460  0.03
C  -0.789  5.207  2.539  -0.55
O  -1.053  6.398  2.455  0.10
O  -1.282  4.228  1.739  -0.01
C  -2.225  4.688  0.775  -0.05
H  -0.821  4.976  5.953  0.08
H  0.067  6.484  6.283  0.08
H  -1.244  6.448  5.089  0.07
H  1.448  4.999  4.871  0.12
H  1.002  6.419  3.928  0.12
H  -1.820  5.519  0.186  0.10
H  -3.153  4.985  1.274  0.10
H  -2.446  3.862  0.095  0.09
C  3.105  -0.895  -0.151  -0.06
C  3.850  -1.426  -1.364  -0.20
O  5.174  -0.881  -1.425  0.02
C  6.083  -1.453  -0.599  -0.55
O  5.873  -2.379  0.171  0.11
O  7.263  -0.802  -0.752  -0.01
C  8.289  -1.248  0.130  -0.06
H  3.122  0.200  -0.136  0.08
H  2.065  -1.234  -0.155  0.07
H  3.572  -1.232  0.780  0.08
H  3.332  -1.107  -2.274  0.10
H  3.877  -2.522  -1.374  0.13
H  8.422  -2.334  0.070  0.10
H  8.057  -0.943  1.155  0.10
H  9.226  -0.771  -0.169  0.09

# 2
Molecular formula: C2H2N4O
Method: DFT, ωB97M-V with the def2-TZVPD basis set

Its energy relative to the best compared isomer or geometry (same formula, charge and spin) is 186.54 kJ/mol. As for the LUMO energy: -0.9 eV. For the HOMO energy, the calculation gives -10.132 eV. The orbital gap is 9.194 eV. The max |F| is 7.2 eV/Å. Its SMILES is O=c1nc[nH]nn1. The total charge is 0.

Each line ends with the Löwdin charge.
CARTESIAN COORDINATES (ANGSTROEM)
C  0.391  -0.121  1.413  -0.40
C  0.091  -0.816  -0.692  -0.13
H  0.395  -1.294  -1.674  0.13
H  -0.860  0.648  -2.066  0.15
N  0.458  -1.215  0.495  0.13
N  -0.710  0.435  -1.011  0.01
N  -0.340  1.570  -0.084  0.04
N  0.321  1.276  0.952  0.07
O  0.253  -0.482  2.667  0.01

# 3
Molecular formula: CH7P3
Method: DFT, ωB97M-V with the def2-TZVPD basis set

Its energy relative to the best compared isomer or geometry (same formula, charge and spin) is 49.77 kJ/mol. As for the LUMO energy: -0.7 eV. For the HOMO energy, the calculation gives -9.191 eV. The orbital gap is 8.515 eV. The max |F| is 0.8 eV/Å. The total charge is 0.

Each line ends with the Löwdin charge.
CARTESIAN COORDINATES (ANGSTROEM)
C  1.060  -1.325  0.590  -0.52
P  -1.962  0.656  -0.007  0.61
P  1.830  1.559  0.265  0.35
P  2.051  -0.270  -0.571  0.41
H  0.112  -1.578  0.120  -0.02
H  0.868  -0.822  1.536  0.00
H  1.605  -2.252  0.770  0.01
H  -1.438  1.876  0.392  -0.21
H  -2.933  1.250  -0.795  -0.19
H  2.614  2.192  -0.705  -0.25
H  -1.070  0.578  -1.065  -0.21